Entry from the OMol25 dataset: a 10-piece molecular cluster, C4H31N2O9 overall in a non-equilibrium geometry (ωB97M-V/def2-TZVPD).

- Charge: +1
- Gap between HOMO and LUMO: 0.3447 Eh
- HOMO: -11.96 eV
- Energy: -957.40570 a.u.
- ΔE to the lowest compared entry with this formula, charge and spin: 3.662 eV

Geometry as XYZ:
```
46
Properties=species:S:1:pos:R:3:forces:R:3:mulliken_charge:R:1
N -0.66569 1.11766 -0.09911 2.125 -3.441 0.266 0.162
C 0.00860 0.51178 -1.32081 0.131 1.808 -0.366 -1.239
C 1.07286 -0.48772 -1.02888 0.685 -0.911 0.702 -0.208
N 0.52713 -1.76761 -0.54651 1.153 0.560 0.209 -0.141
C 1.44240 -2.45197 0.40309 -1.308 -0.616 -0.485 -0.139
C 1.14302 -3.94588 0.20472 0.459 -0.021 0.954 -1.288
H -1.61519 1.42634 -0.23739 0.009 0.972 0.060 0.305
H 0.05354 1.68803 0.35268 -0.927 1.350 -0.176 0.266
H -0.74452 0.33089 0.58486 -0.632 0.426 -0.212 0.300
H -0.73399 0.16136 -2.00410 -0.592 -0.202 0.251 0.730
H 0.41797 1.39036 -1.81780 0.181 -0.197 -0.184 0.352
H 1.88491 -0.10944 -0.37549 -0.635 0.265 0.207 0.022
H 1.66172 -0.73009 -1.91891 -0.376 0.344 -0.397 0.362
H -0.37186 -1.66260 -0.10561 -0.203 0.135 -0.064 0.190
H 1.26118 -2.08174 1.42779 0.009 -0.303 -0.052 -0.032
H 2.48583 -2.23637 0.18460 0.001 0.053 -0.318 0.494
H 0.08217 -4.17083 0.28334 -0.248 0.285 -0.161 0.280
H 1.47925 -4.23879 -0.78989 0.015 -0.118 0.171 0.327
H 1.58859 -4.56947 0.98939 0.315 0.062 -0.324 0.423
H 0.01995 4.00559 0.86478 0.594 0.495 -0.210 0.292
H 0.11734 3.12585 2.11395 0.283 0.294 0.024 0.316
O -0.45867 3.38976 1.39546 -1.583 -0.546 0.687 -0.640
H -4.03687 -1.87181 -0.70696 -0.219 -0.473 -0.033 0.267
H -3.37410 -2.53703 0.54828 -0.301 -0.258 -0.291 0.297
O -3.45862 -1.72617 0.04288 -0.054 0.584 -0.106 -0.528
H -3.91334 0.32264 1.30086 -0.201 0.112 -0.319 0.315
H -4.10549 1.83658 1.10499 -0.123 0.007 0.162 0.288
O -3.54267 1.18371 1.53256 0.184 -0.107 -0.157 -0.619
H -0.64823 -0.77035 -3.40656 0.600 -0.536 -0.296 0.378
H -0.46758 -0.28814 -4.91609 0.320 -0.563 0.227 0.334
O -1.03103 -0.29428 -4.13735 -0.617 0.186 -0.867 -0.661
H 3.12803 0.81531 1.62910 0.416 0.092 -0.034 0.460
H 4.25900 1.82317 1.48575 0.449 -0.098 0.122 0.328
O 3.77433 1.16718 0.97758 -0.552 0.207 0.048 -0.731
H 2.62434 -0.84918 2.78268 0.083 -0.223 1.186 0.309
H 2.24877 0.35938 3.87654 0.304 -0.765 0.851 0.265
O 2.33054 0.03851 2.98929 -0.546 0.792 -1.922 -0.642
H -1.39113 -1.71485 1.78136 0.107 -0.037 0.144 0.212
H -2.38750 -0.61474 2.14680 0.106 0.272 0.045 0.260
O -1.65276 -0.81672 1.55880 0.563 -0.370 0.720 -0.680
H -2.61135 1.97601 -3.04247 -0.109 -0.191 -0.664 0.295
H -1.38875 1.52693 -3.99018 -0.858 -0.019 0.723 0.345
O -1.66724 2.01949 -3.19680 0.499 0.901 0.430 -0.630
H 2.70606 2.58588 0.58894 0.454 0.372 -0.590 0.293
H 2.03024 3.99957 0.05044 0.948 -0.087 -0.164 0.283
O 1.91881 3.13382 0.43941 -0.909 -0.491 0.206 -0.568
```
Forces are in eV/Å.